(1)
ORCA calculation (wB97M-V/def2-TZVPD) on C30H25N6O11P2SW as an isolated structure in a non-equilibrium geometry.

Last column: Löwdin spin population.
Positions of all 76 atoms, in Å:
N  -0.9578  -0.4932  -1.3776  0.04
O  2.6382  1.2144  3.4917  0.06
H  5.4428  0.2371  -0.4557  0.00
N  -2.4227  -1.1238  1.0930  0.01
C  4.3674  0.3196  -0.2472  0.01
C  -1.5810  2.1995  3.0156  0.00
H  -2.1618  5.1013  4.6526  0.00
C  -0.1567  2.0925  3.2682  0.00
H  -3.8809  -3.7297  -0.4160  0.00
C  1.6502  -0.9015  -5.3972  0.00
C  -2.1190  3.3585  -1.5104  0.00
O  -1.0475  -2.7782  4.6279  0.00
C  1.9810  1.0580  2.4605  0.03
C  2.5253  0.7250  1.1983  0.02
H  -3.1913  3.0967  -3.4307  0.00
H  -1.5668  -2.8244  0.2951  0.00
O  0.4523  -3.3543  2.7823  0.00
W  -0.4535  0.0243  0.9289  1.57
H  0.1191  4.9100  5.2222  0.00
H  3.8076  0.4031  -2.3858  0.00
O  2.5517  -2.4548  1.6434  0.00
P  1.1103  -3.0852  1.3088  0.01
H  4.5876  0.3339  1.9325  0.00
O  -0.3462  -0.9592  3.0126  0.03
H  1.5456  -2.3686  -1.7400  0.00
C  -0.3055  4.0471  4.6777  0.00
S  -1.0547  -1.7651  -2.5423  0.01
H  3.7241  -1.8295  -2.7386  0.00
H  3.1685  -3.2148  1.7267  0.00
N  1.6348  0.5701  0.1976  0.02
C  2.1023  0.5284  -1.0861  0.01
C  -4.8252  -0.8888  1.1850  0.00
N  -1.9391  1.2386  2.1166  0.01
C  -2.2922  3.2935  3.4400  0.00
C  -1.3924  2.8286  -0.4712  0.02
H  4.9441  -1.0050  -4.5222  0.00
C  3.4440  0.3927  -1.3257  0.01
N  0.5455  1.2340  2.3864  -0.01
C  0.4264  -1.0646  -4.6747  0.00
O  1.3724  -1.7708  4.6478  0.00
H  1.4732  2.7086  4.6185  0.00
C  0.4513  2.9424  4.1744  -0.01
N  -1.1552  1.5165  -0.5144  0.01
P  0.0186  -2.2214  3.8007  0.00
O  1.2048  -4.4359  0.6599  0.00
H  2.0647  -1.6032  4.0133  0.00
H  -5.6973  -0.3401  1.4783  0.00
H  1.4371  0.4754  -1.8961  0.00
H  1.7721  -0.8041  -6.4684  0.00
H  4.1512  0.2133  -5.5600  0.00
C  -2.5060  -2.2833  0.4660  0.01
C  -2.0472  1.3138  -2.8121  0.00
C  -3.5814  -0.4380  1.3946  0.01
C  3.9173  0.5780  1.0286  0.00
H  4.4816  -1.3985  -6.1551  0.00
O  0.4427  -1.8763  0.6338  0.05
H  -2.5308  4.4181  -1.4143  0.00
C  2.8115  -1.6722  -3.3471  0.00
H  -0.5747  -0.8018  -5.0718  0.00
H  -1.1438  3.4371  0.4341  0.00
C  -3.7601  -2.8198  0.1520  0.00
H  -3.2397  3.4823  3.0572  0.00
C  -1.4688  0.7592  -1.6463  0.03
C  1.6004  -1.9233  -2.7272  0.00
C  0.4523  -1.6616  -3.3764  0.00
C  -4.9144  -2.1813  0.6021  0.01
C  -2.5641  2.6311  -2.6285  0.02
H  -5.8981  -2.5869  0.3196  0.00
C  2.8326  -1.1547  -4.6572  0.00
O  -2.1586  -1.6236  -3.4837  0.01
C  -3.3229  0.9326  1.9890  0.01
H  -2.2642  0.6309  -3.6181  0.00
O  -4.1869  1.7473  2.3588  0.01
C  -1.6339  4.2501  4.2475  -0.01
O  -1.0678  -2.9608  -1.7541  0.00
C  4.1577  -0.8448  -5.2878  0.00

**Expectation value of S²**: 2.024
**HOMO level (spin up / spin down)**: -4.0 / -4.6 eV
**Total charge**: -1
**Energy relative to the best compared isomer or geometry (same formula, charge and spin)**: 49.0 kcal per mole
**Molecular weight**: 923.42 g mol⁻¹
**Gap between HOMO and LUMO (spin up / spin down)**: 5.500 / 6.069 eV
**Lowest unoccupied orbital energy (spin up / spin down)**: 1.541 / 1.454 eV
**2S+1**: 3

=====

(2)
ORCA calculation (wB97M-V/def2-TZVPD) on a 10-piece molecular cluster, C20H30N10 overall in a non-equilibrium geometry.

Last column: natural (NBO) charge in e.
Positions of all 60 atoms, in Å:
H  5.2125  -3.0370  5.3603  0.26
C  -2.8917  5.9160  -3.7346  0.28
H  -3.0523  4.2061  -2.3414  0.26
C  0.4341  -0.9000  0.6460  0.30
C  -2.4976  2.2265  5.9407  -0.72
N  -5.5041  -0.9115  -5.1437  -0.33
H  -2.1628  1.2841  6.3742  0.26
H  4.6172  -1.4382  5.5447  0.25
C  6.3454  2.2784  -6.2323  0.28
C  -6.6622  -4.4822  -0.4239  -0.72
C  -0.3115  -8.5036  4.4955  0.29
C  6.4197  -0.4695  0.5188  0.29
H  -0.9300  -6.7292  3.5138  0.25
C  -3.2649  1.8382  4.7600  0.29
C  -6.3402  -0.4127  -5.7929  0.29
C  -3.0139  4.5489  -3.3754  -0.74
H  -1.7322  2.8975  5.5508  0.26
N  0.9583  -1.6980  1.2847  -0.35
H  6.6033  -2.5262  1.2673  0.25
H  4.4801  2.1107  -5.3413  0.26
H  -1.7358  -7.1347  4.9615  0.25
C  2.2750  6.1934  0.1487  0.29
H  3.7469  6.4193  -1.3316  0.26
H  -3.7342  3.9494  -3.9321  0.26
H  2.0963  7.1953  -1.5630  0.26
H  -1.1774  -0.4046  -0.5077  0.25
H  -3.1759  2.6033  6.7062  0.26
N  -3.8470  1.4618  3.8149  -0.35
H  0.3126  0.2412  -1.2212  0.25
H  -0.5010  1.0137  0.2179  0.26
N  0.5538  -9.1537  4.7878  -0.33
H  3.2617  7.8421  -0.3140  0.26
H  -7.3527  -3.8217  -0.9484  0.25
H  4.2859  -2.4450  6.8650  0.26
N  7.4481  1.8592  -6.4066  -0.32
C  -1.3893  -7.5745  4.0263  -0.72
C  -6.6705  -5.7493  -1.2044  0.28
H  -7.0791  -4.5308  0.5820  0.25
C  4.9929  2.7222  -6.0837  -0.73
N  1.8156  5.5301  1.0126  -0.34
H  -2.0183  4.2845  -3.7315  0.26
H  8.1966  -1.7585  0.7713  0.26
N  5.8143  0.3594  -0.0492  -0.34
C  6.2564  -1.7617  6.8240  0.28
C  2.9237  6.9789  -0.8873  -0.72
H  7.3725  -1.3059  2.2127  0.25
C  -7.4343  0.2341  -6.4760  -0.73
N  7.1636  -1.4140  7.4457  -0.33
C  -0.2297  0.0872  -0.2883  -0.71
N  -2.8153  6.9885  -4.1240  -0.32
H  -7.1938  1.1770  -6.9672  0.26
C  5.0510  -2.2628  6.1103  -0.72
H  -2.2603  -7.9394  3.4819  0.26
H  -7.9172  -0.4733  -7.1502  0.26
H  -5.6399  -4.1076  -0.3729  0.26
H  4.9345  3.7898  -5.8719  0.25
N  -6.5444  -6.7454  -1.8182  -0.33
H  -8.1921  0.4385  -5.7197  0.26
C  7.1973  -1.6162  1.1826  -0.71
H  4.5029  2.6318  -7.0531  0.26

**SMILES string**: CC#N.CC#N.CC#N.CC#N.CC#N.CC#N.CC#N.CC#N.CC#N.CC#N
**HOMO level**: -11.5 eV
**Energy relative to the best compared isomer or geometry (same formula, charge and spin)**: 68.4 kcal per mole
**Molecular weight**: 410.53 g mol⁻¹
**Gap between HOMO and LUMO**: 11.477 eV
**Lowest unoccupied orbital energy**: -0.017 eV
**2S+1**: 1

=====

(3)
ORCA calculation (wB97M-V/def2-TZVPD) on a single C4H3NO2 molecule in a non-equilibrium geometry.

Last column: natural (NBO) charge in e.
Positions of all 10 atoms, in Å:
C  1.9838  -0.1589  -0.1413  0.07
N  -0.2593  0.3221  -0.8088  -0.54
C  1.0773  0.3203  -0.9814  -0.07
O  -2.5690  -0.6894  1.6518  -0.45
H  1.5424  0.6740  -1.8994  0.25
H  2.9663  0.2798  0.0947  0.23
O  0.4284  -0.5521  1.1684  -0.49
C  -0.5130  -0.1864  0.3916  0.48
H  -2.6179  0.2275  -0.1514  0.15
C  -2.0390  -0.2369  0.6760  0.38

**HOMO level**: -10.0 eV
**Energy relative to the best compared isomer or geometry (same formula, charge and spin)**: 93.9 kcal per mole
**Molecular weight**: 97.07 g mol⁻¹
**Gap between HOMO and LUMO**: 9.014 eV
**Lowest unoccupied orbital energy**: -1.033 eV
**2S+1**: 1